Entry 1:
The molecule C5H8BN at a distorted geometry. Source: the Open Molecules 2025 dataset; level of theory: wB97M-V/def2-TZVPD.

CARTESIAN COORDINATES (ANGSTROEM)
B (-1.35, 2.25, -0.03)
C (-1.68, 1.35, -1.04)
C (-1.59, 0.00, -1.48)
C (-0.74, -1.02, -1.19)
C (0.33, -0.94, -0.21)
C (1.81, -0.23, 1.43)
N (0.64, -0.03, 0.57)
H (-1.12, 3.22, 0.59)
H (-2.29, 1.90, -1.78)
H (-2.17, -0.09, -2.42)
H (-0.80, -1.86, -1.76)
H (0.86, -1.97, -0.01)
H (2.31, 0.65, 1.61)
H (1.61, -0.76, 2.42)
H (2.47, -1.00, 0.87)

Properties
charge: 0
Kohn-Sham gap: 8.3 eV
HOMO energy: -8.001 eV

***

Entry 2:
The molecule C4H9NO2. Source: the Open Molecules 2025 dataset; level of theory: wB97M-V/def2-TZVPD.

CARTESIAN COORDINATES (ANGSTROEM)
N (-1.48, 1.23, -0.27)
C (-0.81, 1.38, 0.90)
O (-1.16, 2.17, 1.76)
C (0.46, 0.55, 1.08)
C (0.52, -0.90, 0.57)
C (0.84, -1.11, -0.90)
O (-0.34, -0.95, -1.69)
H (-2.35, 1.74, -0.37)
H (-1.26, 0.49, -0.93)
H (1.29, 1.12, 0.63)
H (0.64, 0.56, 2.16)
H (1.30, -1.41, 1.14)
H (-0.42, -1.43, 0.81)
H (1.62, -0.40, -1.22)
H (1.23, -2.13, -1.05)
H (-0.09, -0.93, -2.62)

Properties
charge: 0
Kohn-Sham gap: 10.0 eV
HOMO energy: -9.387 eV

***

Entry 3:
The molecule C5H10N4 at a distorted geometry. Source: the Open Molecules 2025 dataset; level of theory: wB97M-V/def2-TZVPD.

CARTESIAN COORDINATES (ANGSTROEM)
C (0.26, 1.02, -0.02)
C (0.13, -0.33, -0.21)
C (1.10, -1.41, -0.19)
C (2.44, -1.14, -0.33)
C (-1.35, -0.75, 0.00)
H (-1.67, 1.55, 0.44)
H (-0.79, 2.68, 0.58)
H (1.68, 2.54, 0.02)
H (1.95, 0.75, 1.04)
H (0.87, -2.29, 0.34)
H (2.75, -0.32, -0.95)
H (3.18, -2.00, -0.29)
H (-3.37, -0.39, -0.31)
H (-2.34, 0.81, -1.21)
H (-1.17, -2.39, 1.05)
N (-0.81, 2.01, -0.18)
N (1.42, 1.45, 0.28)
N (-2.46, 0.20, -0.34)
N (-1.81, -1.99, 0.25)

Properties
charge: 0
Kohn-Sham gap: 8.2 eV
HOMO energy: -7.664 eV

***

Entry 4:
The ion C4H10NO with charge -1 at a distorted geometry. Source: the Open Molecules 2025 dataset; level of theory: wB97M-V/def2-TZVPD.

CARTESIAN COORDINATES (ANGSTROEM)
C (2.23, -0.74, -0.06)
N (1.12, -0.34, 0.73)
C (0.39, 0.75, 0.08)
C (-1.21, 0.82, 0.29)
C (-2.16, -0.26, -0.25)
O (-3.35, -0.42, 0.42)
H (2.82, 0.14, -0.41)
H (1.96, -1.50, -0.83)
H (2.98, -1.35, 0.48)
H (0.51, -1.17, 0.88)
H (0.57, 0.65, -1.03)
H (0.87, 1.69, 0.38)
H (-1.42, 1.14, 1.31)
H (-1.47, 1.73, -0.27)
H (-2.42, 0.03, -1.27)
H (-1.42, -1.15, -0.46)

Properties
charge: -1
Kohn-Sham gap: 5.9 eV
HOMO energy: -2.170 eV

***

Entry 5:
The molecule C17H21N3O7S2 at a distorted geometry. Source: the Open Molecules 2025 dataset; level of theory: wB97M-V/def2-TZVPD.

CARTESIAN COORDINATES (ANGSTROEM)
O (-0.15, 4.34, 0.03)
O (0.26, 3.32, -4.03)
O (1.22, 2.60, -1.92)
N (-0.21, -3.62, 0.84)
O (-1.15, 1.90, 1.10)
O (-1.80, -0.87, -1.09)
O (-1.57, -0.33, 2.24)
O (-1.35, 2.51, -2.17)
S (-0.20, -3.34, -1.77)
C (0.12, 5.15, -0.82)
C (-0.70, -2.84, -0.12)
C (0.62, -4.72, -1.03)
C (0.50, -4.72, 0.33)
C (2.10, -7.80, 2.95)
C (2.41, -7.81, 1.57)
C (1.29, -6.79, 3.40)
C (1.88, -6.83, 0.70)
C (0.77, -5.81, 2.57)
C (1.03, -5.81, 1.18)
N (0.72, 7.56, -1.54)
N (-0.05, 4.84, -2.15)
C (-0.73, 7.21, 0.37)
C (-1.29, 1.07, -2.24)
C (0.46, 6.62, -0.39)
C (-0.74, 0.80, 0.24)
C (-1.71, 0.52, -0.90)
C (-1.51, -1.55, 0.15)
C (-0.77, -0.52, 1.06)
S (0.07, 3.24, -2.57)
H (-0.99, 2.76, 0.66)
H (-1.73, 0.61, 2.34)
H (1.06, -5.50, -1.61)
H (2.51, -8.53, 3.62)
H (3.06, -8.60, 1.21)
H (1.00, -6.72, 4.43)
H (2.12, -6.89, -0.35)
H (0.11, -5.01, 2.99)
H (-0.07, 7.61, -2.18)
H (1.64, 7.39, -1.98)
H (0.46, 5.47, -2.77)
H (-0.97, 6.63, 1.28)
H (-1.63, 7.23, -0.23)
H (-0.45, 8.21, 0.68)
H (-0.32, 0.72, -2.55)
H (-1.98, 0.68, -2.98)
H (1.35, 6.55, 0.25)
H (0.29, 0.96, -0.12)
H (-2.72, 0.88, -0.66)
H (-2.47, -1.93, 0.60)
H (0.22, -0.84, 1.38)

Properties
charge: 0
Kohn-Sham gap: 8.4 eV
HOMO energy: -8.266 eV

***

Entry 6:
The molecule C5H10N2O at a distorted geometry. Source: the Open Molecules 2025 dataset; level of theory: wB97M-V/def2-TZVPD.

CARTESIAN COORDINATES (ANGSTROEM)
C (-0.80, -0.69, 1.26)
C (-0.28, 0.28, 0.44)
C (0.60, 1.13, 1.17)
C (-0.81, 1.67, 0.73)
C (0.96, -0.92, -2.68)
H (0.48, -2.21, 0.87)
H (-1.48, -1.45, 0.67)
H (-1.06, -0.37, 2.27)
H (0.75, 0.90, 2.13)
H (1.33, 1.75, 0.61)
H (-1.65, 2.06, 1.41)
H (-0.50, 2.28, -0.13)
H (-0.88, -0.21, -1.31)
H (0.18, -0.51, -3.36)
H (1.80, -1.50, -3.42)
N (0.13, 0.17, -0.90)
N (1.09, -0.72, -1.45)
O (0.13, -1.64, 1.68)

Properties
charge: 0
Kohn-Sham gap: 10.1 eV
HOMO energy: -9.211 eV

***

Entry 7:
A cluster of 2 separate species, C4H7NO2S in total at a distorted geometry. Source: the Open Molecules 2025 dataset; level of theory: wB97M-V/def2-TZVPD.

CARTESIAN COORDINATES (ANGSTROEM)
C (-0.09, -1.59, -3.88)
C (1.02, 0.34, 0.95)
C (1.33, -0.44, -0.27)
C (-1.15, 0.58, -0.36)
N (-0.11, -0.28, 0.18)
O (0.10, -2.61, -3.39)
O (-0.16, -0.57, -4.37)
S (1.84, -2.05, 0.09)
H (1.31, -0.02, 2.00)
H (1.04, 1.35, 1.05)
H (-0.53, 1.21, -1.06)
H (-1.84, -0.06, -0.86)
H (-1.43, 1.37, 0.38)
H (-0.34, -1.13, 0.60)
H (2.49, -2.41, -1.05)

Properties
charge: 0
Kohn-Sham gap: 8.0 eV
HOMO energy: -7.486 eV

***

Entry 8:
A structure of composition C48H41BNO6P2TeTi at a distorted geometry. Source: the Open Molecules 2025 dataset; level of theory: wB97M-V/def2-TZVPD.

CARTESIAN COORDINATES (ANGSTROEM)
Ti (-0.14, -0.11, 0.14)
Te (2.03, -4.74, 0.38)
C (3.80, -5.12, 1.45)
C (4.87, -4.23, 1.47)
C (6.01, -4.55, 2.20)
N (6.15, -5.68, 2.89)
C (5.12, -6.53, 2.86)
C (3.94, -6.29, 2.17)
C (1.94, -2.67, 0.54)
P (0.89, -1.91, 1.76)
C (1.91, -1.18, 3.08)
C (1.42, -0.18, 3.90)
C (2.21, 0.35, 4.91)
C (3.50, -0.13, 5.12)
C (3.99, -1.14, 4.31)
C (3.20, -1.66, 3.29)
C (-0.05, -3.12, 2.73)
C (-1.44, -3.11, 2.69)
C (-2.19, -4.00, 3.46)
C (-1.54, -4.91, 4.27)
C (-0.15, -4.93, 4.32)
C (0.59, -4.04, 3.56)
P (1.50, -1.81, -0.95)
C (2.94, -0.93, -1.66)
C (4.23, -1.33, -1.32)
C (5.33, -0.63, -1.81)
C (5.15, 0.46, -2.64)
C (3.86, 0.86, -2.98)
C (2.77, 0.16, -2.49)
C (1.02, -2.90, -2.31)
C (1.96, -3.50, -3.16)
C (1.54, -4.38, -4.14)
C (0.20, -4.67, -4.30)
C (-0.74, -4.08, -3.47)
C (-0.33, -3.20, -2.48)
H (4.83, -3.28, 0.94)
H (6.85, -3.87, 2.23)
H (5.24, -7.44, 3.44)
H (3.15, -7.03, 2.22)
H (0.42, 0.22, 3.75)
H (1.82, 1.15, 5.54)
H (4.11, 0.28, 5.91)
H (5.00, -1.51, 4.45)
H (3.60, -2.42, 2.63)
H (-1.95, -2.40, 2.05)
H (-3.27, -3.97, 3.41)
H (-2.11, -5.61, 4.87)
H (0.36, -5.64, 4.95)
H (1.67, -4.06, 3.62)
H (4.37, -2.17, -0.65)
H (6.33, -0.94, -1.53)
H (6.00, 1.02, -3.01)
H (3.71, 1.71, -3.63)
H (1.77, 0.49, -2.77)
H (3.01, -3.27, -3.04)
H (2.28, -4.83, -4.80)
H (-0.12, -5.36, -5.07)
H (-1.80, -4.30, -3.59)
H (-1.07, -2.74, -1.83)
O (-1.90, -1.35, -0.08)
C (-2.42, -0.25, 0.28)
O (-1.88, 0.82, -0.20)
C (-3.47, -0.16, 1.31)
C (-3.61, 1.01, 2.03)
C (-4.53, 1.10, 3.08)
C (-5.28, -0.02, 3.34)
O (-6.22, -0.19, 4.30)
C (-6.72, -1.52, 4.15)
O (-6.00, -2.14, 3.09)
C (-5.14, -1.19, 2.60)
C (-4.24, -1.30, 1.58)
H (-2.99, 1.86, 1.78)
H (-4.65, 2.00, 3.66)
H (-7.78, -1.48, 3.89)
H (-6.54, -2.08, 5.07)
H (-4.13, -2.21, 1.01)
C (6.33, 3.17, 5.15)
C (5.86, 3.98, 3.94)
C (5.14, 5.23, 4.44)
C (7.08, 4.44, 3.13)
C (4.96, 3.10, 3.07)
C (5.50, 1.95, 2.48)
C (4.75, 1.07, 1.71)
C (3.42, 1.39, 1.54)
O (2.43, 0.70, 0.88)
B (1.26, 1.48, 1.02)
O (1.53, 2.61, 1.79)
C (2.87, 2.53, 2.10)
C (3.61, 3.40, 2.87)
H (7.00, 3.78, 5.78)
H (6.88, 2.28, 4.85)
H (5.48, 2.86, 5.76)
H (5.82, 5.83, 5.04)
H (4.29, 4.97, 5.08)
H (4.77, 5.85, 3.62)
H (7.74, 5.05, 3.75)
H (6.78, 5.05, 2.27)
H (7.66, 3.60, 2.75)
H (6.55, 1.72, 2.64)
H (5.17, 0.18, 1.27)
H (3.14, 4.27, 3.30)

Properties
charge: 0
Kohn-Sham gap (alpha / beta): 6.8 / 6.7 eV
HOMO energy (alpha / beta): -7.122 / -7.121 eV
multiplicity: 2

***

Entry 9:
A cluster of 2 separate species, C9H14O in total at a distorted geometry. Source: the Open Molecules 2025 dataset; level of theory: wB97M-V/def2-TZVPD.

CARTESIAN COORDINATES (ANGSTROEM)
C (2.26, 1.06, 1.85)
C (-0.47, -1.72, 0.28)
C (0.66, -1.49, -0.50)
C (-0.58, -1.27, 1.65)
C (1.64, -0.59, 0.00)
C (0.44, -0.50, 2.12)
C (1.57, -0.11, 1.32)
O (-1.67, -2.45, -0.05)
H (0.89, -1.88, -1.48)
H (-1.59, -2.58, -1.04)
H (-1.33, -1.55, 2.31)
H (2.52, -0.29, -0.59)
H (0.64, -0.28, 3.14)
H (1.91, 1.31, 2.90)
H (2.00, 1.91, 1.21)
H (3.31, 0.96, 1.63)
C (-2.22, 1.04, -2.06)
C (-0.82, 1.30, -1.55)
H (-2.95, 1.59, -1.47)
H (-2.47, 1.43, -3.07)
H (-2.41, -0.06, -2.24)
H (-0.78, 1.09, -0.44)
H (-0.06, 0.67, -2.11)
H (-0.51, 2.43, -1.81)

Properties
charge: 0
Kohn-Sham gap: 9.2 eV
HOMO energy: -8.293 eV

***

Entry 10:
A cluster of 3 separate species, C15H25O5P2 in total at a distorted geometry. Source: the Open Molecules 2025 dataset; level of theory: wB97M-V/def2-TZVPD.

CARTESIAN COORDINATES (ANGSTROEM)
C (3.08, 0.34, -0.75)
P (3.05, -1.45, -1.25)
C (4.07, -2.44, -0.05)
P (1.01, -2.02, -0.77)
O (0.96, -2.65, 0.70)
O (0.46, -3.08, -1.84)
C (-0.93, -3.47, -1.75)
O (-1.35, -4.41, -2.35)
C (-1.81, -2.60, -0.90)
C (-2.09, -2.97, 0.38)
C (-2.83, -2.11, 1.15)
C (-3.22, -0.94, 0.61)
C (-2.97, -0.58, -0.68)
C (-2.24, -1.43, -1.46)
H (2.39, 0.87, -1.38)
H (4.09, 0.74, -0.81)
H (2.68, 0.41, 0.27)
H (3.72, -3.47, -0.10)
H (5.10, -2.32, -0.36)
H (3.87, -2.07, 0.95)
H (0.28, -0.83, -0.75)
H (0.54, -1.97, 1.26)
H (-1.71, -3.91, 0.74)
H (-3.04, -2.38, 2.18)
H (-3.76, -0.23, 1.22)
H (-3.28, 0.35, -1.11)
H (-1.97, -1.20, -2.48)
C (0.39, 2.58, 2.59)
C (0.06, 1.12, 2.60)
O (0.79, 0.30, 2.07)
C (-1.20, 0.68, 3.30)
H (1.32, 2.75, 2.06)
H (-0.41, 3.14, 2.09)
H (0.50, 2.95, 3.62)
H (-2.06, 1.14, 2.81)
H (-1.18, 0.94, 4.36)
H (-1.28, -0.40, 3.20)
C (-0.03, 4.24, -2.48)
C (0.36, 3.14, -1.53)
O (1.25, 3.27, -0.73)
C (-0.42, 1.85, -1.61)
H (0.61, 5.10, -2.31)
H (0.10, 3.91, -3.51)
H (-1.07, 4.53, -2.32)
H (-0.31, 1.41, -2.61)
H (-1.48, 2.03, -1.41)
H (-0.04, 1.15, -0.87)

Properties
charge: +1
Kohn-Sham gap: 9.5 eV
HOMO energy: -12.391 eV

***

Entry 11:
The molecule C5H11NO2. Source: the Open Molecules 2025 dataset; level of theory: wB97M-V/def2-TZVPD.

CARTESIAN COORDINATES (ANGSTROEM)
C (-1.76, 0.04, -1.75)
C (-1.35, 0.94, -0.60)
O (0.02, 1.40, -0.71)
C (1.03, 0.48, -0.79)
O (1.39, 0.05, -1.84)
C (1.77, 0.23, 0.51)
C (0.91, -0.26, 1.67)
N (0.15, -1.44, 1.27)
H (-2.85, -0.02, -1.80)
H (-1.40, 0.45, -2.70)
H (-1.37, -0.97, -1.63)
H (-1.94, 1.86, -0.58)
H (-1.48, 0.42, 0.35)
H (2.25, 1.17, 0.79)
H (2.56, -0.50, 0.28)
H (1.58, -0.43, 2.52)
H (0.21, 0.53, 1.97)
H (0.76, -2.22, 1.05)
H (-0.49, -1.74, 2.00)

Properties
charge: 0
Kohn-Sham gap: 10.6 eV
HOMO energy: -9.715 eV

***

Entry 12:
A structure of composition C49H39BrO33S at a distorted geometry. Source: the Open Molecules 2025 dataset; level of theory: wB97M-V/def2-TZVPD.

CARTESIAN COORDINATES (ANGSTROEM)
O (-1.20, -4.55, -6.29)
C (-1.29, -3.79, -5.37)
C (-0.08, -3.21, -4.68)
C (0.18, -3.96, -3.38)
O (-0.91, -4.86, -3.02)
S (-0.88, -5.16, -1.45)
O (-0.52, -6.52, -1.25)
O (-2.05, -4.59, -0.85)
O (0.36, -4.22, -1.12)
C (0.30, -3.15, -2.11)
C (1.30, -2.03, -1.96)
C (2.71, -2.33, -2.48)
C (3.60, -3.19, -1.59)
Br (3.48, -2.81, 0.30)
H (-2.28, -3.46, -5.02)
H (0.76, -3.34, -5.36)
H (-0.25, -2.15, -4.50)
H (1.02, -4.65, -3.51)
H (-0.69, -2.71, -1.97)
H (1.31, -1.72, -0.92)
H (0.89, -1.19, -2.52)
H (2.61, -2.87, -3.42)
H (3.22, -1.39, -2.71)
H (3.43, -4.26, -1.73)
H (4.65, -3.01, -1.84)
C (-5.79, -1.31, -3.45)
C (-7.11, -1.15, -3.58)
C (-7.87, -1.67, -4.78)
O (-9.07, -1.48, -4.79)
C (-7.13, -2.34, -5.82)
C (-5.80, -2.51, -5.70)
C (-5.05, -2.00, -4.49)
O (-3.85, -2.19, -4.43)
O (-5.08, -3.12, -6.62)
O (-7.86, -0.53, -2.69)
H (-5.24, -0.94, -2.59)
H (-7.68, -2.70, -6.68)
H (-4.15, -3.15, -6.32)
H (-8.78, -0.56, -3.02)
C (-5.36, 1.74, 2.46)
C (-6.69, 1.91, 2.34)
C (-7.45, 1.39, 1.13)
O (-8.66, 1.56, 1.10)
C (-6.72, 0.73, 0.08)
C (-5.40, 0.57, 0.21)
C (-4.63, 1.06, 1.41)
O (-3.43, 0.85, 1.42)
O (-4.64, -0.03, -0.70)
O (-7.42, 2.52, 3.25)
H (-4.81, 2.10, 3.31)
H (-7.26, 0.37, -0.78)
H (-3.72, -0.01, -0.35)
H (-8.36, 2.53, 2.99)
C (-11.98, 3.99, 4.70)
C (-13.30, 4.15, 4.57)
C (-14.07, 3.65, 3.37)
O (-15.27, 3.84, 3.37)
C (-13.33, 3.00, 2.31)
C (-12.01, 2.83, 2.43)
C (-11.25, 3.32, 3.65)
O (-10.05, 3.12, 3.70)
O (-11.28, 2.24, 1.50)
O (-14.06, 4.76, 5.47)
H (-11.43, 4.35, 5.56)
H (-13.89, 2.65, 1.45)
H (-10.34, 2.22, 1.77)
H (-14.98, 4.72, 5.12)
C (-5.51, -7.33, -7.31)
C (-6.19, -8.25, -6.63)
C (-5.77, -8.71, -5.25)
O (-6.48, -9.55, -4.71)
C (-4.58, -8.15, -4.67)
C (-3.88, -7.22, -5.35)
C (-4.32, -6.74, -6.72)
O (-3.64, -5.88, -7.25)
O (-2.78, -6.66, -4.87)
O (-7.29, -8.85, -7.07)
H (-5.80, -6.99, -8.29)
H (-4.27, -8.49, -3.69)
H (-2.43, -6.01, -5.51)
H (-7.56, -9.47, -6.36)
C (8.12, 0.24, 0.37)
C (8.69, 0.97, 1.33)
C (8.48, 0.68, 2.80)
O (9.07, 1.40, 3.57)
C (7.60, -0.41, 3.17)
C (7.02, -1.14, 2.21)
C (7.26, -0.86, 0.73)
O (6.71, -1.60, -0.06)
O (6.21, -2.15, 2.45)
O (9.48, 2.01, 1.13)
H (8.27, 0.44, -0.69)
H (7.44, -0.60, 4.23)
H (5.90, -2.50, 1.59)
H (9.75, 2.34, 2.02)
C (11.79, 7.42, 1.67)
C (10.99, 6.36, 1.85)
C (11.54, 5.00, 2.23)
O (10.71, 4.11, 2.38)
C (12.96, 4.83, 2.38)
C (13.76, 5.89, 2.20)
C (13.22, 7.26, 1.84)
O (14.04, 8.15, 1.72)
O (15.08, 5.85, 2.32)
O (9.68, 6.40, 1.72)
H (11.42, 8.40, 1.40)
H (13.34, 3.85, 2.64)
H (15.39, 6.76, 2.14)
H (9.36, 5.49, 1.92)
C (7.32, 5.52, 7.39)
C (8.02, 6.06, 6.39)
C (9.31, 5.45, 5.88)
O (9.86, 6.02, 4.96)
C (9.80, 4.25, 6.52)
C (9.10, 3.71, 7.52)
C (7.80, 4.31, 8.01)
O (7.23, 3.73, 8.92)
O (9.45, 2.61, 8.17)
O (7.68, 7.17, 5.74)
H (6.39, 5.96, 7.75)
H (10.73, 3.82, 6.16)
H (8.75, 2.45, 8.84)
H (8.37, 7.32, 5.07)

Properties
charge: 0
Kohn-Sham gap: 7.7 eV
HOMO energy: -9.460 eV

***

Number 1: molecular weight 92.9 g mol⁻¹. Number 2: molecular weight 103.1 g mol⁻¹. Number 3: molecular weight 126.2 g mol⁻¹. Number 4: molecular weight 88.1 g mol⁻¹. Number 5: molecular weight 443.5 g mol⁻¹. Number 6: molecular weight 114.1 g mol⁻¹. Number 7: molecular weight 133.2 g mol⁻¹. Number 8: molecular weight 976.1 g mol⁻¹. Number 9: molecular weight 138.2 g mol⁻¹. Number 10: molecular weight 347.3 g mol⁻¹. Number 11: molecular weight 117.1 g mol⁻¹. Number 12: molecular weight 1267.8 g mol⁻¹.